ORCA calculation (wB97M-V/def2-TZVPD) on C13H37N5O4Rb as an isolated structure at a distorted geometry.

```
60
Properties=species:S:1:pos:R:3:forces:R:3
Rb 17.076 19.795 -14.575 -0.446 1.037 -0.264
C 18.660 16.086 -13.374 -1.207 -0.194 -0.381
C 17.105 16.317 -13.282 2.121 1.107 0.187
C 16.426 15.256 -12.377 -1.112 -0.516 0.259
O 15.132 15.572 -11.806 1.923 -0.040 -0.510
C 14.447 14.397 -11.393 -1.828 0.240 -0.901
N 16.854 17.647 -12.771 -1.090 -1.608 1.163
H 19.120 16.884 -13.957 -0.376 0.094 -0.263
H 18.828 15.150 -13.908 0.311 -0.057 0.268
H 19.175 16.123 -12.414 -0.297 -0.351 0.178
H 16.676 16.228 -14.279 -0.212 -0.102 -0.128
H 17.028 15.183 -11.471 0.636 -0.148 0.043
H 16.349 14.333 -12.952 0.086 -0.285 0.419
H 13.419 14.713 -11.214 0.099 0.038 0.180
H 14.794 13.876 -10.501 0.706 0.274 -0.022
H 14.423 13.746 -12.266 0.161 -0.489 0.126
H 17.319 17.753 -11.881 1.146 0.456 0.107
H 15.927 17.527 -12.388 -1.115 1.075 -0.383
C 21.746 20.055 -16.071 -1.079 -1.212 -1.819
C 20.208 19.739 -15.904 0.625 0.358 0.227
C 19.720 18.567 -16.754 1.139 -0.299 0.840
O 18.304 18.401 -16.611 0.311 -0.312 -0.778
C 17.735 17.699 -17.736 0.163 -0.233 -0.533
N 19.984 19.412 -14.503 -0.963 -0.216 0.170
H 22.257 20.819 -15.485 -0.687 0.001 0.124
H 21.874 20.232 -17.139 0.271 0.596 -0.063
H 22.258 19.098 -15.972 0.197 -0.059 0.509
H 19.535 20.495 -16.309 0.258 0.926 0.808
H 20.235 17.689 -16.365 -0.068 -0.545 -0.168
H 20.117 18.743 -17.754 -0.716 -0.120 -0.398
H 17.692 18.357 -18.603 -0.018 0.019 0.029
H 16.734 17.304 -17.565 -0.060 0.591 0.576
H 18.290 16.800 -18.007 0.551 0.111 0.145
H 20.048 20.175 -13.844 0.370 0.171 -0.083
H 20.610 18.662 -14.247 0.153 0.070 0.271
C 13.713 17.229 -16.697 0.908 -0.538 -1.506
C 14.404 18.507 -16.327 -0.983 1.200 -0.827
C 14.215 19.670 -17.369 0.185 0.177 0.124
O 14.999 19.502 -18.525 -0.482 0.501 -1.247
C 14.842 20.580 -19.522 1.354 -0.157 0.548
N 13.821 18.940 -15.087 -0.495 0.992 1.403
H 13.880 16.488 -15.915 0.054 -0.283 -0.203
H 14.121 16.928 -17.662 0.045 -0.707 0.017
H 12.641 17.311 -16.877 -0.026 0.444 0.298
H 15.475 18.432 -16.141 0.086 -0.606 -0.481
H 14.497 20.620 -16.913 0.178 0.163 0.513
H 13.181 19.829 -17.673 -0.466 -0.485 0.250
H 15.095 21.550 -19.095 0.229 -0.011 0.475
H 13.917 20.795 -20.057 -0.639 -1.092 0.462
H 15.604 20.369 -20.273 -0.115 -0.102 0.060
H 12.843 19.112 -15.269 -0.350 0.823 -0.192
H 13.674 18.142 -14.484 0.563 -0.428 0.306
C 16.299 23.615 -14.042 1.294 -1.615 -2.331
O 16.920 22.671 -14.512 1.250 -1.453 -0.772
N 15.978 24.672 -14.738 -0.431 2.255 -2.235
N 15.904 23.633 -12.834 -2.427 0.441 5.338
H 16.417 24.765 -15.642 -0.394 0.134 0.132
H 15.319 25.366 -14.413 0.414 -0.008 -0.229
H 15.989 22.862 -12.186 0.059 0.146 -0.491
H 15.192 24.320 -12.630 0.240 -0.163 0.652
```
Forces are in eV/Å.

E_tot	-1115.68397	a.u.
net charge	+2
maximum force	5.9	eV Å⁻¹
2S+1	2


ORCA calculation (wB97M-V/def2-TZVPD) on C13H37NaO6S5 as an isolated structure at a distorted geometry.

```
62
Properties=species:S:1:pos:R:3:forces:R:3
Na -1.500 -2.164 3.946 -0.280 1.009 -0.909
C -0.699 0.835 0.788 0.642 -0.951 -1.008
C -1.400 -0.484 1.134 -0.911 0.258 -0.108
C -0.506 -1.684 0.755 0.887 1.429 0.076
O -1.895 -0.459 2.413 0.481 -1.322 0.918
H -1.280 1.731 0.983 -0.076 -0.076 0.513
H -0.539 0.833 -0.297 0.226 0.158 0.068
H 0.292 0.808 1.255 -0.084 0.487 0.225
H -2.201 -0.565 0.368 -0.398 0.076 0.235
H 0.482 -1.535 1.222 -0.116 -0.350 0.279
H -0.297 -1.585 -0.315 -0.187 -0.555 -0.099
H -0.935 -2.646 1.024 -0.123 -0.123 -0.109
C -4.389 -2.656 -0.051 0.594 -0.163 0.630
S -4.972 -3.260 -1.640 -0.403 0.295 -0.608
O -6.395 -2.842 -1.863 0.507 -0.141 0.392
C -4.004 -2.143 -2.703 0.495 0.535 1.079
H -4.807 -3.233 0.775 -0.459 -0.069 -0.293
H -4.540 -1.597 0.152 -0.129 0.044 -0.334
H -3.318 -2.882 0.011 0.027 0.211 -0.311
H -4.559 -2.015 -3.623 0.031 -0.210 -0.144
H -2.958 -2.426 -2.833 -0.252 -0.525 -0.269
H -3.887 -1.178 -2.197 -0.479 0.003 -0.098
C 4.741 -3.980 -2.693 -0.515 0.500 -0.329
S 4.002 -2.414 -2.239 0.654 0.532 0.701
O 5.150 -1.737 -1.526 -0.586 0.053 -0.424
C 2.906 -2.842 -0.856 0.769 -0.022 0.242
H 5.329 -4.275 -1.828 -0.153 -0.468 -0.007
H 5.401 -3.717 -3.519 0.089 -0.084 0.028
H 3.958 -4.638 -3.070 0.205 -0.371 0.310
H 3.441 -3.508 -0.174 -0.004 -0.167 -0.199
H 1.919 -3.223 -1.096 -0.029 0.122 -0.222
H 2.893 -1.878 -0.344 -0.486 0.012 -0.075
C 2.504 3.024 1.282 -0.076 -0.637 0.102
S 2.899 1.939 -0.094 0.204 -0.477 -0.452
O 2.474 2.697 -1.305 -0.079 -0.009 -0.099
C 4.698 2.046 -0.021 -0.096 0.452 -0.451
H 2.735 4.034 0.952 -0.090 0.101 0.187
H 3.008 2.721 2.200 0.279 0.113 -0.128
H 1.444 2.835 1.451 -0.095 0.448 -0.131
H 5.036 1.373 0.765 0.200 0.450 0.294
H 4.921 3.115 0.036 0.269 -0.152 0.684
H 5.184 1.739 -0.948 -0.575 -0.422 -0.133
C -1.499 3.036 3.985 0.304 -0.426 -0.146
S -2.573 3.773 5.228 -0.186 0.053 -0.358
O -3.939 3.187 5.102 0.592 -0.048 0.230
C -1.754 3.036 6.650 0.194 -1.497 0.313
H -1.885 3.229 2.986 -0.112 0.344 0.088
H -1.402 1.950 4.047 -0.259 -0.024 0.264
H -0.509 3.480 4.107 -0.048 0.130 -0.079
H -2.377 3.204 7.525 0.191 0.463 0.059
H -0.706 3.309 6.777 -0.231 0.797 0.015
H -1.670 1.940 6.580 -0.482 0.142 -0.442
C -1.151 1.520 -4.548 -0.408 -0.465 -0.600
S -0.761 0.564 -3.072 0.551 -0.257 -0.198
O -1.346 -0.803 -3.252 0.027 0.344 -0.087
C 1.015 0.371 -3.460 -0.708 0.407 1.487
H -0.789 0.955 -5.411 0.240 0.166 0.032
H -0.745 2.527 -4.512 0.183 -0.047 0.117
H -2.232 1.570 -4.687 -0.022 0.047 0.419
H 1.097 -0.135 -4.413 0.280 0.185 -0.173
H 1.410 -0.217 -2.629 -0.092 -0.363 -0.240
H 1.478 1.345 -3.283 0.108 0.050 -0.726
```
Forces are in eV/Å.

E_tot	-3121.96895	a.u.
energy relative to the best compared isomer or geometry (same formula, charge and spin)	66.4	kJ/mol
maximum force	1.7	eV Å⁻¹